No. 1
The following is a DFT calculation (ωB97M-V/def2-TZVPD) of a structure of composition C29H22ClF5N2O2OsSe.

Positions of all 63 atoms, in Å:
1 Os -0.7055 0.1076 -0.0381
2 C -0.5231 -1.1010 5.4182
3 C -0.5127 -0.1868 4.1832
4 C -1.1602 1.1596 4.5014
5 C -1.0754 -0.8719 2.9718
6 C -0.9040 -2.2563 2.8066
7 C -1.5098 -2.9553 1.7802
8 C -2.3346 -2.3135 0.8513
9 C -3.1338 -3.0769 -0.1333
10 C -2.4876 -0.9018 0.9468
11 C -1.8410 -0.1799 1.9961
12 H -0.2892 -0.5151 6.3024
13 H 0.2162 -1.8963 5.3595
14 H -1.5056 -1.5475 5.5549
15 H 0.5480 0.0198 3.9469
16 H -2.2295 1.0372 4.6531
17 H -0.9851 1.8950 3.7225
18 H -0.7449 1.5550 5.4234
19 H -0.3419 -2.8084 3.5430
20 H -1.3971 -4.0287 1.7303
21 H -3.2994 -2.5103 -1.0484
22 H -4.1205 -3.2695 0.3007
23 H -2.6914 -4.0432 -0.3612
24 H -3.3688 -0.4684 0.4707
25 H -2.2200 0.8097 2.2464
26 F -1.1408 3.1622 0.6540
27 C -1.8790 2.8686 -0.4324
28 C -1.9559 1.5249 -0.7879
29 C -2.6933 1.2206 -1.9317
30 F -2.7228 -0.0909 -2.2719
31 C -3.3232 2.1785 -2.7112
32 F -3.9688 1.8438 -3.8166
33 C -3.2223 3.5231 -2.3203
34 F -3.7930 4.4639 -3.0470
35 C -2.4975 3.8701 -1.1712
36 F -2.3723 5.1411 -0.8256
37 Se 2.1458 -0.7622 1.5479
38 N 0.8196 -1.2932 0.4397
39 C 1.3369 -2.1586 -0.4464
40 C 0.6339 -2.8235 -1.4688
41 C 1.3273 -3.6772 -2.2926
42 C 2.7128 -3.8855 -2.1387
43 C 3.4332 -3.2536 -1.1506
44 C 2.7461 -2.3999 -0.2702
45 N 3.2912 -1.7341 0.7503
46 H -0.4267 -2.6515 -1.5913
47 H 0.8097 -4.2142 -3.0749
48 H 3.2208 -4.5590 -2.8130
49 H 4.4957 -3.3957 -1.0252
50 Cl 5.2464 4.3453 -4.5780
51 C 4.1752 3.4628 -3.5914
52 C 4.5897 3.0352 -2.3204
53 C 3.7077 2.3587 -1.5038
54 C 2.4124 2.0794 -1.9524
55 C 2.0206 2.4635 -3.2408
56 C 2.8874 3.1573 -4.0546
57 C 1.4285 1.3976 -1.0856
58 O 0.4726 0.7580 -1.6371
59 O 1.4804 1.4241 0.1656
60 H 5.5960 3.2450 -1.9907
61 H 4.0003 2.0305 -0.5182
62 H 1.0269 2.2199 -3.5815
63 H 2.5955 3.4719 -5.0439

Values from the calculation:
total charge = +2
highest occupied orbital energy (alpha / beta) = -13.76 / -13.73 eV
energy above the lowest of the compared OMol25 structures with the same formula, charge and spin = 18.7 kcal per mole
lowest unoccupied orbital energy (alpha / beta) = -7.396 / -9.698 eV
2S+1 = 5

---

No. 2
The following is a DFT calculation (ωB97M-V/def2-TZVPD) of a cluster of 4 separate species, C29H22ClFO17S in total.

Positions of all 71 atoms, in Å:
1 O 1.3410 1.7700 1.6509
2 C 1.4013 0.7354 2.2239
3 O 2.5471 0.4426 2.9404
4 C 2.4568 0.4004 4.3410
5 C 2.5496 -1.0309 4.9049
6 C 1.4715 -1.4178 5.8932
7 F 1.8950 -2.5859 6.4827
8 Cl -0.0958 -1.7552 5.1395
9 C 1.2489 -0.4051 7.0143
10 S 1.3196 1.2724 6.4001
11 O 0.1325 1.9436 6.8013
12 O 2.5504 1.8665 6.8128
13 O 1.3022 1.1156 4.8108
14 C 0.3358 -0.2823 2.1299
15 C 0.6757 -1.5973 1.8123
16 C -0.3084 -2.5752 1.7109
17 C -1.6330 -2.2222 1.9363
18 C -1.9791 -0.9084 2.2481
19 C -0.9863 0.0600 2.3508
20 H 3.3232 0.9483 4.6939
21 H 2.5511 -1.7540 4.0982
22 H 3.5003 -1.1238 5.4209
23 H 1.9912 -0.5559 7.7896
24 H 0.2781 -0.5905 7.4524
25 H 1.7077 -1.8742 1.6495
26 H -0.0417 -3.5928 1.4807
27 H -2.4099 -2.9695 1.8757
28 H -3.0113 -0.6395 2.4045
29 H -1.2552 1.0723 2.6111
30 O 1.2382 1.1733 -1.1486
31 C 0.3249 1.3623 -1.9297
32 C 0.4380 1.1356 -3.3595
33 C -0.6169 1.3482 -4.1552
34 O -0.5910 1.1516 -5.4698
35 C -1.9331 1.8279 -3.6090
36 O -2.8474 2.0045 -4.3971
37 C -2.0477 2.0453 -2.1831
38 C -0.9971 1.8321 -1.3822
39 O -1.0681 2.0070 -0.0700
40 H 1.3906 0.7871 -3.7256
41 H -1.4828 1.3825 -5.7925
42 H -3.0005 2.3756 -1.8035
43 H -0.2077 1.7731 0.3416
44 O -4.8945 -1.7643 0.3275
45 C -5.6507 -1.1107 -0.3694
46 C -7.0929 -1.2663 -0.3663
47 C -7.8424 -0.5087 -1.1790
48 O -9.1642 -0.5920 -1.2319
49 C -7.2332 0.5081 -2.1079
50 O -7.9865 1.1389 -2.8237
51 C -5.7901 0.6791 -2.0952
52 C -5.0440 -0.0776 -1.2794
53 O -3.7213 0.0206 -1.2081
54 H -7.5206 -1.9996 0.3025
55 H -9.4492 0.0611 -1.9000
56 H -5.3620 1.4200 -2.7578
57 H -3.4376 -0.6465 -0.5517
58 O 3.4776 1.3043 -3.8182
59 C 4.4862 0.6876 -4.1047
60 C 5.4831 1.1490 -5.0520
61 C 6.5489 0.3813 -5.3161
62 O 7.5014 0.7321 -6.1694
63 C 6.7484 -0.9580 -4.6582
64 O 7.7355 -1.5976 -4.9696
65 C 5.7636 -1.4063 -3.6904
66 C 4.6998 -0.6371 -3.4211
67 O 3.7671 -0.9755 -2.5395
68 H 5.3271 2.1095 -5.5221
69 H 8.1449 -0.0025 -6.1722
70 H 5.9275 -2.3597 -3.2088
71 H 3.1202 -0.2418 -2.5135

Values from the calculation:
structure (SMILES) = O=C(O[C@@H]1C[C@](F)(Cl)CS(=O)(=O)O1)c1ccccc1.O=C1C=C(O)C(=O)C=C1O.O=C1C=C(O)C(=O)C=C1O.O=C1C=C(O)C(=O)C=C1O
highest occupied orbital energy = -9.34 eV
lowest unoccupied orbital energy = -1.581 eV
2S+1 = 1

---

No. 3
The following is a DFT calculation (ωB97M-V/def2-TZVPD) of a structure of composition C29H22CoF6N6O8PS3.

Positions of all 76 atoms, in Å:
1 Co 0.9405 -0.7895 0.3264
2 O 2.1906 1.4990 2.2243
3 S 0.9618 1.0503 1.5862
4 O -0.1574 0.8365 2.5438
5 O 3.0237 -0.2514 -0.3621
6 C 0.1903 2.4123 0.6831
7 C 0.6898 3.6939 0.6800
8 C -0.1173 4.7091 0.1684
9 C -1.3799 4.4148 -0.3199
10 C -1.8663 3.1076 -0.3185
11 C -1.0783 2.0865 0.1893
12 P -1.4993 0.2897 0.1751
13 C -2.8021 0.0590 1.4276
14 C -3.1263 1.0107 2.3880
15 C -4.0462 0.7055 3.3823
16 C -4.6475 -0.5445 3.4221
17 C -4.3282 -1.4972 2.4634
18 C -3.3925 -1.2038 1.4830
19 C -2.5181 0.2937 -1.3787
20 C -3.9119 0.3450 -1.3900
21 C -4.6099 0.3904 -2.5907
22 C -3.9296 0.3564 -3.7987
23 C -2.5429 0.2997 -3.8015
24 C -1.8425 0.2699 -2.6035
25 H 1.6835 3.8800 1.0707
26 H 0.2487 5.7285 0.1420
27 H -1.9925 5.2098 -0.7286
28 H -2.8601 2.8985 -0.6964
29 H -2.6471 1.9802 2.3609
30 H -4.2824 1.4431 4.1393
31 H -5.3674 -0.7744 4.1977
32 H -4.7929 -2.4748 2.4962
33 H -3.1097 -1.9507 0.7488
34 H -4.4595 0.3588 -0.4565
35 H -5.6903 0.4702 -2.5816
36 H -4.4756 0.3732 -4.7338
37 H -1.9980 0.2933 -4.7376
38 H -0.7597 0.2540 -2.6111
39 F 0.7818 2.5260 -2.6998
40 C 1.9675 3.0551 -2.6706
41 F 2.4409 3.1998 -3.8679
42 F 1.9693 4.1702 -2.0152
43 S 2.4003 0.3547 -1.5243
44 O 0.9362 0.4272 -1.2231
45 O 2.6139 -0.3144 -2.7742
46 N 2.8842 1.9580 -1.6852
47 S 4.4404 2.3962 -1.4403
48 O 4.6379 3.6825 -2.0362
49 O 4.8898 2.1790 -0.1152
50 C 5.5218 1.2867 -2.4708
51 F 5.4421 0.0049 -2.1637
52 F 6.7779 1.6816 -2.2403
53 F 5.2796 1.4459 -3.7733
54 N 0.1377 -1.5794 4.0871
55 C 1.0896 -1.7087 3.1244
56 O 0.6773 -1.8027 1.9194
57 C 2.4301 -1.8971 3.5041
58 C 3.4190 -2.3422 2.5955
59 N 4.2407 -2.7958 1.9213
60 C 2.8030 -1.7586 4.8638
61 N 3.0620 -1.6532 5.9856
62 H -0.6651 -1.0551 3.7713
63 H 0.4638 -1.3529 5.0138
64 N -1.1723 -2.7584 -1.2096
65 C -0.0112 -3.3952 -0.8621
66 C 0.0306 -4.7835 -0.6980
67 C 1.2341 -5.3845 -0.4059
68 C 2.3780 -4.6014 -0.3196
69 C 2.2482 -3.2373 -0.4280
70 N 1.0710 -2.6286 -0.6551
71 H -1.9095 -3.3014 -1.6211
72 H -1.0634 -1.8178 -1.5504
73 H -0.8821 -5.3573 -0.7943
74 H 1.2861 -6.4558 -0.2597
75 H 3.3497 -5.0369 -0.1415
76 H 3.1015 -2.5827 -0.3306

Values from the calculation:
total charge = -1
highest occupied orbital energy (alpha / beta) = -5.08 / -5.09 eV
lowest unoccupied orbital energy (alpha / beta) = 2.195 / 2.196 eV
2S+1 = 2

---

No. 4
The following is a DFT calculation (ωB97M-V/def2-TZVPD) of a structure of composition C29H22NPtS2SiTe.

Positions of all 57 atoms, in Å:
1 Pt -0.1930 -0.2677 0.0641
2 S -1.6839 3.9454 -0.5547
3 C 0.0434 4.0593 -0.7169
4 C 0.8231 5.1626 -1.0659
5 C 2.1893 4.9847 -1.1346
6 C 2.7756 3.7389 -0.8661
7 C 2.0057 2.6512 -0.5152
8 C 0.6272 2.8279 -0.4385
9 N -0.3057 1.8520 -0.0905
10 C -1.5356 2.2931 -0.1287
11 C -2.6306 1.3556 0.1465
12 C -3.9679 1.7259 0.2129
13 C -4.9222 0.7621 0.5024
14 C -4.5355 -0.5546 0.7253
15 C -3.1954 -0.9254 0.6436
16 C -2.2311 0.0271 0.3432
17 H 0.3762 6.1238 -1.2806
18 H 2.8211 5.8203 -1.4027
19 H 3.8493 3.6305 -0.9398
20 H 2.4443 1.6810 -0.3147
21 H -4.2717 2.7538 0.0478
22 H -5.9664 1.0372 0.5583
23 H -5.2842 -1.2994 0.9649
24 H -2.9204 -1.9621 0.8052
25 C 2.2063 -4.8452 1.2156
26 C 0.8599 -4.6296 0.9505
27 C 0.4867 -3.6255 0.0690
28 C 1.4511 -2.8155 -0.5597
29 C 2.8039 -3.0470 -0.2687
30 C 3.1763 -4.0608 0.6025
31 Si 0.8972 -1.4880 -1.7213
32 C -0.3676 -2.0816 -2.9259
33 C 0.0323 -3.1332 -3.7642
34 C -0.8467 -3.6783 -4.6868
35 C -2.1422 -3.1856 -4.7825
36 C -2.5555 -2.1467 -3.9622
37 C -1.6720 -1.5972 -3.0407
38 H 2.5022 -5.6335 1.8961
39 H 0.1084 -5.2526 1.4189
40 H -0.5653 -3.4845 -0.1635
41 H 3.5707 -2.4338 -0.7298
42 H 4.2245 -4.2481 0.8001
43 H 2.0777 -0.9211 -2.4061
44 H 1.0381 -3.5369 -3.6951
45 H -0.5228 -4.4870 -5.3293
46 H -2.8294 -3.6146 -5.5006
47 H -3.5659 -1.7654 -4.0380
48 H -2.0145 -0.7839 -2.4107
49 Te 0.0514 -0.8646 2.6353
50 C 2.0038 -0.9583 3.1647
51 C 3.0926 -0.3864 2.5310
52 C 4.2942 -0.5929 3.2378
53 C 4.1020 -1.3177 4.3851
54 S 2.4758 -1.7415 4.6172
55 H 3.0178 0.1557 1.5983
56 H 5.2599 -0.2276 2.9201
57 H 4.8508 -1.6308 5.0972

Values from the calculation:
total charge = +1
highest occupied orbital energy (alpha / beta) = -10.26 / -11.34 eV
lowest unoccupied orbital energy (alpha / beta) = -2.899 / -5.566 eV
2S+1 = 5